Density functional theory data (wB97M-V/def2-TZVPD) for a structure of composition C18H41BrGaNO2.

Each line ends with the Mulliken charge.
Cartesian coordinates (Å):
1 C -1.132 -0.980 3.553  -0.9623
2 C -0.223 -1.096 2.173  0.9768
3 O -0.262 -2.478 1.669  -0.4071
4 C 0.559 -3.378 2.544  -0.1800
5 C 1.344 -4.398 1.527  -0.2732
6 O 2.449 -5.154 2.135  -0.5371
7 Ga 2.166 -5.505 3.979  0.7376
8 C 2.568 -3.925 5.248  -0.6430
9 C 4.051 -3.248 5.074  -0.1543
10 C 4.681 -3.327 3.563  -0.7997
11 Br 3.791 -1.261 5.456  -0.3009
12 H -2.073 -0.283 3.332  0.3140
13 H -0.526 -0.462 4.411  0.2279
14 H -1.538 -2.012 3.925  0.2602
15 H -0.756 -0.382 1.386  -0.8991
16 H 0.869 -0.674 2.331  0.3529
17 H 1.321 -2.672 3.091  0.0380
18 H -0.216 -3.901 3.260  0.1705
19 H 1.838 -3.710 0.686  0.0993
20 H 0.618 -5.127 0.921  0.1783
21 H 2.919 -6.820 4.523  -0.4816
22 H 0.576 -5.824 4.146  -0.3724
23 H 2.537 -4.371 6.356  0.2884
24 H 1.699 -3.112 5.224  0.2495
25 H 4.847 -3.608 5.853  0.3727
26 H 3.839 -3.037 2.769  0.1253
27 H 5.020 -4.432 3.338  0.2595
28 H 5.563 -2.555 3.362  0.3272
29 C -0.763 2.638 -6.180  -1.3892
30 C -0.648 1.767 -4.939  -0.3595
31 C -1.974 1.611 -4.195  -0.4524
32 C -2.399 2.757 -3.269  -0.7383
33 N -1.741 2.816 -1.854  0.3599
34 C -0.467 3.667 -1.815  -0.5481
35 C -0.942 5.112 -1.847  -0.6665
36 C -2.362 5.112 -1.307  -0.5347
37 C -2.660 3.672 -0.933  -0.7262
38 C -1.586 1.422 -1.205  -0.9680
39 C -0.258 0.736 -1.527  -0.1293
40 C -0.401 -0.778 -1.562  -1.3092
41 H -1.098 3.646 -5.933  0.3040
42 H 0.212 2.712 -6.675  0.3915
43 H -1.466 2.200 -6.897  0.3493
44 H 0.138 2.168 -4.300  0.2041
45 H -0.311 0.771 -5.254  0.3629
46 H -1.979 0.659 -3.661  0.1145
47 H -2.764 1.498 -4.949  0.5797
48 H -3.471 2.633 -3.082  0.3105
49 H -2.256 3.728 -3.751  0.4036
50 H 0.040 3.455 -0.866  0.5134
51 H 0.188 3.413 -2.648  0.2648
52 H -0.930 5.501 -2.871  0.3061
53 H -0.282 5.757 -1.256  0.3951
54 H -3.060 5.462 -2.077  0.2787
55 H -2.472 5.777 -0.447  0.3802
56 H -3.703 3.373 -1.068  0.4643
57 H -2.357 3.493 0.105  0.4243
58 H -2.465 0.838 -1.501  0.2989
59 H -1.642 1.554 -0.117  0.5098
60 H 0.476 1.001 -0.757  0.4681
61 H 0.166 1.058 -2.476  0.2224
62 H -0.804 -1.159 -0.620  0.2199
63 H 0.574 -1.246 -1.730  0.4363
64 H -1.066 -1.092 -2.372  0.2917

The calculation puts the HOMO-LUMO gap at 5.389 eV. Its LUMO energy is -0.95 eV. The HOMO energy is -6.338 eV. For the energy, the calculation gives -147327.583 eV.